1.
ORCA calculation (wB97M-V/def2-TZVPD) on C4H9N3O in the gas phase in a non-equilibrium geometry.

XYZ file:
```
17
Properties=species:S:1:pos:R:3:forces:R:3
C -1.465171 -0.959758 -0.597698 -0.175 0.052 -0.159
C 0.752015 0.325555 -0.339992 0.377 -0.932 0.834
C -0.702704 0.176414 0.078318 0.785 -1.150 1.731
C 1.568293 -0.520890 0.271402 -1.539 2.810 -2.595
N 1.226976 1.556415 -0.793323 -0.071 1.044 -0.863
N -0.553508 -0.139968 1.561074 -2.810 0.998 -0.978
O -1.374528 1.401609 -0.085988 -0.210 -0.094 -0.016
N 2.445693 -1.318324 0.422966 2.041 -2.684 1.397
H -1.945220 1.327474 -0.865867 0.103 0.008 0.424
H 0.595806 1.960290 -1.486454 0.451 -0.051 0.280
H 2.194289 1.550806 -1.106481 -0.392 -0.104 -0.093
H -0.207388 -1.050722 1.847511 0.064 0.764 -0.226
H -0.320417 0.722546 2.045465 0.400 -0.840 0.194
H 2.798970 -1.301237 1.385110 0.443 -0.059 -0.086
H -2.493855 -1.017946 -0.219981 0.294 0.109 0.132
H -0.987963 -1.930814 -0.438837 0.053 0.193 -0.034
H -1.531290 -0.781447 -1.677224 0.187 -0.064 0.056
```
Forces are in eV/Å.

Calculated values
highest occupied orbital energy: -0.2558 Ha
energy relative to the best compared isomer or geometry (same formula, charge and spin): 75.67 kcal/mol
Kohn-Sham gap: 7.697 eV
net charge: 0
E_tot: -397.23005 hartree
max |F|: 4.1 eV Å⁻¹
SMILES string: C[C@](N)(O)C(N)=C=N
spin multiplicity: 1


2.
ORCA calculation (wB97M-V/def2-TZVPD) on 4 unconnected molecules or ions with the total composition H10NO3 in a non-equilibrium geometry.

XYZ file:
```
14
Properties=species:S:1:pos:R:3:forces:R:3
N 1.385622 -0.266478 -0.137103 -0.539 -0.646 -0.295
H 1.891043 -1.032130 -0.582253 0.187 0.152 -0.380
H 1.591264 0.634540 -0.563335 0.540 0.010 0.241
H 0.381830 -0.434447 -0.265701 0.003 -0.192 0.258
H 1.634902 -0.340685 0.863481 0.393 0.716 0.589
H -2.889643 1.614934 -2.896573 0.485 0.000 0.113
H -3.690209 1.968035 -1.631321 0.160 0.109 0.530
O -2.752538 1.760298 -1.912076 -0.769 -0.079 -0.616
H 3.149410 0.530227 2.753769 0.019 -0.022 0.250
H 2.111325 -0.546537 3.219325 0.252 0.123 0.307
O 2.582597 -0.189496 2.460911 -0.511 -0.203 -0.752
H -1.801291 -1.182392 -1.222319 0.258 -0.184 0.181
H -2.121301 -1.493493 0.232024 0.166 0.031 0.291
O -1.473011 -1.022380 -0.318833 -0.644 0.186 -0.718
```
Forces are in eV/Å.

Calculated values
highest occupied orbital energy (alpha / beta): -0.6801 / -0.6801 Ha
energy relative to the best compared isomer or geometry (same formula, charge and spin): 0.00 kcal/mol
Kohn-Sham gap (alpha / beta): 10.547 / 2.845 eV
net charge: +2
E_tot: -285.68739 hartree
max |F|: 1.0 eV Å⁻¹
⟨S²⟩: 0.76
spin multiplicity: 2